# 1
{"formula": "C12H28FNO5S", "method": "ωB97M-V/def2-TZVPD", "elements": ["C", "O", "O", "C", "C", "H", "S", "H", "H", "H", "C", "H", "H", "H", "H", "H", "H", "C", "C", "H", "H", "H", "H", "C", "C", "C", "H", "H", "H", "H", "H", "H", "H", "C", "H", "O", "H", "O", "H", "H", "H", "F", "H", "O", "N", "H", "C", "C"], "xyz": [[-4.35500, 1.85533, -0.86520], [0.82285, 1.40248, -1.74236], [0.03402, 3.32539, -0.37257], [-0.54930, -4.15542, 3.49562], [-3.08958, 2.70654, -0.24511], [1.07141, -4.22627, 4.92196], [0.21417, 1.83150, -0.40608], [3.56722, -0.39975, 0.03663], [1.07391, 1.88553, -4.11796], [1.02104, 0.46330, -5.92548], [-0.80076, -1.74530, 0.52929], [-4.92206, 1.45130, 0.06619], [-2.35937, 1.81305, 2.93250], [-3.87472, 0.94708, -1.39566], [-1.30949, 1.08125, -6.63575], [4.03627, -2.10415, -0.11170], [-5.03417, 2.49083, -1.53848], [0.71013, 1.51076, -5.99329], [-1.71236, 2.25699, 2.06647], [5.94918, -1.72013, 1.45712], [-1.57884, -4.51002, 3.40358], [0.35311, -2.43044, 3.48871], [0.02873, -4.54992, 2.65331], [-0.93680, -0.44940, 0.36748], [0.04773, -4.59781, 4.81630], [4.05167, -1.23552, 0.55087], [6.06900, -0.64349, 0.04684], [-1.09542, 2.68949, -5.90719], [-3.51169, 3.55102, 0.40956], [-1.94948, 3.38321, 2.04960], [3.31098, -0.77554, 2.29172], [5.49480, -0.02904, 1.61342], [-2.44018, 3.10031, -1.13135], [5.47593, -0.88536, 0.93239], [1.03804, 1.90594, -6.95785], [-0.56305, -2.73600, 3.41526], [0.05960, -5.68797, 4.89378], [1.36358, 2.24812, -4.96967], [-0.77469, -2.89892, 0.63476], [-3.04998, 0.82762, 0.97260], [-1.12312, 1.26523, -4.87688], [1.36299, 1.35120, 0.77462], [-0.62371, 1.99996, 2.32728], [3.29868, -1.55326, 1.71548], [-1.22575, 0.91028, -0.14988], [-0.52698, -4.19063, 5.65279], [-0.79327, 1.63994, -5.85064], [-2.25523, 1.63070, 0.67695]], "e_homo_ev": -9.8, "lumo_ev": -0.293, "gap_ev": 9.50, "smiles": "C#CN([C@@H](C)CC)S(=O)(=O)F.CCO.CCO.CCO"}

---

# 2
{"formula": "C12H28GeO3Ti", "method": "ωB97M-V/def2-TZVPD", "elements": ["C", "C", "C", "H", "H", "H", "C", "C", "H", "H", "H", "Ti", "O", "H", "C", "H", "H", "H", "H", "C", "H", "H", "H", "H", "C", "H", "O", "H", "H", "H", "H", "H", "H", "C", "Ge", "H", "H", "H", "C", "H", "C", "H", "H", "O", "C"], "xyz": [[-1.67873, 1.86526, 0.00759], [-0.92283, -2.06334, 3.00459], [-0.02733, -2.84774, 0.82179], [2.99787, 1.69076, -2.62201], [1.53277, -0.85714, 3.25149], [1.32737, 0.19536, -3.82071], [-1.61513, 2.47416, 1.43599], [0.04507, -1.71504, 1.86439], [3.52307, -0.69114, -3.02781], [-2.65703, -0.02174, 0.62869], [-2.88623, 0.41176, -1.10021], [-0.60443, -0.64394, -0.64431], [-0.57033, 1.33556, -0.61101], [-1.43253, 1.70456, 2.21289], [-2.80723, 0.82126, -0.07161], [-1.96343, -2.14264, 2.61639], [-1.22863, 3.78336, -0.94341], [-0.65403, -3.02934, 3.48209], [0.01927, 0.63156, -2.69581], [-2.02243, 3.00566, -0.96071], [0.45077, -1.09824, -2.92591], [-1.05693, -2.92634, 0.40939], [-2.98983, 3.48346, -0.69111], [0.23567, -3.82094, 1.28749], [1.47487, -1.65324, 2.47769], [-2.58573, 2.95656, 1.69039], [1.37627, -0.60984, -0.61161], [-2.36503, -0.64394, -0.64431], [-3.78283, 1.28696, 0.19309], [-0.90903, -1.26884, 3.78139], [2.25167, -1.46844, 1.70959], [-2.10133, 2.62076, -2.00121], [3.28857, 1.49666, -0.85731], [3.04557, -0.96054, -2.06321], [0.77347, 0.73486, 0.73489], [1.72827, -2.62194, 2.96029], [2.65897, -2.00074, -2.14081], [0.67307, -2.69554, -0.01981], [0.86237, -0.06744, -2.84811], [3.82247, -0.94464, -1.26691], [1.90317, 0.00646, -1.71251], [-0.82033, 3.24796, 1.49779], [1.74597, 2.21336, -1.46931], [-0.57173, -0.61064, 1.33579], [2.51637, 1.43716, -1.65391]], "e_homo_ev": [-21.4, -21.4], "lumo_ev": [-14.860, -15.161], "gap_ev": [6.50, 6.29], "spin_multiplicity": 2, "charge": 3}

---

# 3
{"formula": "C12H28Li2NO4", "method": "ωB97M-V/def2-TZVPD", "elements": ["H", "O", "H", "C", "C", "H", "Li", "C", "H", "H", "H", "C", "H", "H", "H", "H", "C", "O", "C", "N", "C", "H", "H", "H", "H", "H", "H", "H", "O", "Li", "H", "O", "C", "H", "C", "C", "H", "H", "H", "H", "H", "H", "H", "H", "C", "C", "H"], "xyz": [[-3.52183, 0.09318, -0.70753], [4.81190, -2.97763, -2.62412], [1.17455, 2.67041, 0.43326], [-0.66653, 3.41829, -0.54866], [3.74635, -3.56247, -2.00683], [-1.86592, 0.22933, -1.31136], [1.86360, -6.67820, 7.13857], [0.57911, -4.23491, 3.11466], [-0.56877, 2.63711, -2.84849], [0.00298, 3.48951, 1.50635], [0.96260, 2.92136, -2.03511], [-1.77319, 1.51305, 1.40483], [4.89447, -3.43096, -3.46630], [-4.39066, 1.17817, 1.14773], [-4.74560, 2.53335, 0.11555], [0.06263, -3.33739, 3.45496], [-4.01671, 2.15162, 0.83047], [1.57540, -4.60048, 4.10685], [-0.09332, 2.70709, -1.87014], [-2.15329, 3.18583, -0.39671], [-0.38994, 4.91050, -0.55967], [3.81277, -3.56286, -0.91885], [-1.12164, 5.46274, -1.14939], [0.60751, 5.06885, -0.96967], [-2.72392, 2.93397, -2.09427], [2.78198, -4.55747, -3.95630], [-2.09783, 0.51904, 1.71248], [2.73381, -3.22064, -2.22134], [3.50650, -5.14628, -3.73273], [2.21872, -2.68185, 6.73462], [3.13074, -5.57649, -1.71640], [-2.84911, 3.62405, -1.43874], [-2.62519, 1.86054, 0.13692], [-3.82766, 2.84781, 1.64759], [0.11762, 2.82165, 0.65258], [-0.27031, 1.43357, 1.21988], [-3.11958, 1.19995, -2.04351], [-0.03326, -5.10027, 2.86116], [0.31981, 1.33365, 2.13085], [-0.51425, 5.37921, 0.41653], [4.68099, -5.67153, -2.14709], [1.01685, -3.88280, 2.18057], [-0.04506, 0.55993, 0.60824], [-2.02141, 2.13947, 2.26162], [3.81532, -5.05288, -2.38370], [-2.77642, 0.78795, -1.09451], [-0.20469, 1.66375, -1.57494]], "e_homo_ev": -9.4, "lumo_ev": -5.737, "gap_ev": 3.63, "charge": 1}

---

# 4
{"formula": "C12H28N4O14S2", "method": "ωB97M-V/def2-TZVPD", "elements": ["O", "H", "H", "N", "H", "S", "H", "O", "H", "O", "H", "H", "H", "C", "H", "H", "H", "C", "H", "O", "H", "O", "H", "C", "C", "C", "H", "H", "H", "H", "C", "C", "O", "C", "H", "H", "O", "C", "O", "H", "N", "O", "O", "C", "C", "H", "O", "H", "N", "O", "H", "N", "O", "H", "H", "S", "H", "O", "C", "H"], "xyz": [[-3.43950, -1.63974, 2.07444], [2.67117, -0.72371, 3.12689], [-0.47647, 0.60806, -0.72970], [-3.14545, -1.32954, -5.48068], [-0.18519, -0.75690, 1.10963], [3.05826, 2.02045, -2.03637], [-3.99545, 0.99075, -1.61473], [-1.60873, -2.80213, 2.08346], [3.99415, 4.91106, 1.10304], [2.25722, -3.74142, 0.93834], [2.94531, 5.72214, 3.10246], [-4.43813, -2.96204, -4.96926], [1.22883, 0.30240, 1.59062], [2.24050, 5.48253, 2.30892], [-2.75903, -3.09154, -4.31126], [1.67554, 6.33560, 1.92833], [2.61896, -1.13011, -2.99917], [0.67704, -0.61783, 1.75669], [-3.81341, -3.93886, 3.37290], [2.31833, 0.87549, -2.84531], [1.46017, -0.70350, -1.71971], [-3.54697, -0.22199, -5.19976], [-3.93005, 0.32215, 0.07433], [2.38757, -0.41155, -2.21891], [-3.18527, -3.13521, 3.75132], [1.43078, -2.83932, 0.98775], [-2.86569, -2.12764, -1.70549], [2.30327, -2.41694, 3.64926], [-2.37817, -3.69915, 4.22741], [-4.55226, -0.68053, -1.28722], [-3.56986, -2.42637, -4.59773], [2.59319, -1.76785, 2.82643], [-2.41907, -1.57504, -6.41211], [2.91689, 4.75553, 1.11909], [-1.61030, 1.77549, -1.12754], [-3.61286, -2.47591, 4.49377], [4.36731, 2.22671, -2.60710], [3.43412, -0.23271, -1.08716], [2.71867, 3.38810, 1.41604], [4.42022, -0.33489, -1.54119], [1.57860, -1.74203, 1.75589], [0.35182, 2.83717, 0.94211], [-0.93620, -1.96392, -1.04353], [-2.05582, -1.52679, -1.24532], [-3.86246, 0.10271, -0.99400], [-3.87339, -1.99682, -3.64475], [1.22505, 2.23431, 3.18909], [3.14360, -0.90254, -0.28375], [-2.64576, -2.43282, 2.57040], [1.11057, 4.64406, 2.53377], [0.58872, -2.75922, 0.28339], [-2.43034, -0.22847, -1.19205], [3.16714, 1.09882, -0.68435], [2.53879, 5.17103, 0.18571], [-1.78982, 0.95843, 0.37847], [1.26110, 3.08614, 2.03899], [3.56898, -2.08652, 2.46948], [2.27166, 3.18773, -1.82865], [-1.54866, 0.78066, -0.67693], [0.15074, -0.39600, 2.69531]], "e_homo_ev": -8.9, "lumo_ev": -0.173, "gap_ev": 8.73, "smiles": "C[N+](=O)[O-].C[N+](=O)[O-].O=S1(=O)OCCO1.O=S1(=O)OCCO1.CN(C)C=O.CN(C)C=O"}